# C19H39O3P3Sn

A structure of composition C19H39O3P3Sn at a distorted geometry (ωB97M-V/def2-TZVPD, the OMol25 dataset).

Geometry as ORCA input:
```
! wB97M-V def2-TZVPD RIJCOSX def2/J DEFGRID3
* xyz 4 1
P 3.94316 -0.30317 0.46059
C 4.40368 -0.49642 2.18312
H 5.49866 -0.48318 2.30255
H 3.97768 -1.43774 2.58131
H 3.97262 0.34211 2.76239
C 3.65112 -1.83504 -0.48256
H 3.28571 -1.65021 -1.51075
H 2.91714 -2.51232 -0.00597
H 4.57829 -2.42378 -0.58576
C 4.67649 1.00852 -0.52310
H 5.75843 0.88153 -0.63379
H 4.50008 1.98434 -0.05403
H 4.24006 1.02165 -1.53225
P -1.00361 3.77438 -0.14958
C -1.16649 4.79759 1.36426
H -1.59960 5.78347 1.16622
H -0.16948 4.90359 1.81136
H -1.81187 4.24341 2.05924
C -0.02980 4.85120 -1.29651
H -0.00331 4.37557 -2.28884
H 0.99563 4.91254 -0.90800
H -0.43876 5.86697 -1.37430
C -2.67698 3.93950 -0.91768
H -2.99585 4.98721 -1.01874
H -3.39512 3.40363 -0.27889
H -2.66415 3.46574 -1.91291
P -3.06469 -2.15382 0.59131
C -3.73294 -2.51941 2.19390
H -4.26660 -3.47483 2.18691
H -4.41338 -1.71377 2.48243
H -2.92766 -2.57063 2.93371
C -4.20917 -1.93052 -0.75628
H -4.89428 -2.78942 -0.82376
H -3.67970 -1.83821 -1.71886
H -4.80528 -1.01874 -0.60328
C -1.85657 -3.39197 0.02602
H -2.30932 -4.39267 0.07416
H -0.96195 -3.40411 0.66647
H -1.56204 -3.23020 -1.02544
Sn -0.04998 0.16343 -1.82873
C 2.24172 0.39120 0.79948
O 1.29303 0.82293 1.33134
C -2.16603 -0.53866 0.70200
O -1.64553 0.38152 1.24126
C -1.40260 -0.07723 -3.68139
C -0.71474 -1.30827 -3.47494
C 0.70741 -1.33540 -3.48638
C 1.42938 -0.12071 -3.62481
C 0.74024 1.11194 -3.78104
C -0.67580 1.12926 -3.82999
H -2.48929 -0.04353 -3.75041
H -1.29028 -2.23041 -3.34030
H 1.24388 -2.28935 -3.37907
H 2.52440 -0.11960 -3.62723
H 1.28421 2.05032 -3.90621
H -1.19809 2.06881 -4.01262
C 0.51550 -2.54772 4.61155
C 0.29487 -1.55042 3.49307
O 0.37816 -2.11543 2.16372
H -0.18534 -3.38529 4.53449
H 0.35804 -2.03062 5.56386
H 1.53577 -2.94464 4.60663
H -0.69907 -1.09876 3.53094
H 1.01054 -0.72044 3.57482
H 1.19950 -2.63569 2.12530
*
```

Computed properties:
HOMO energy (alpha / beta)   -17.8292 / -17.8164 eV
Total energy   -2209.70255 a.u.